C42H58F6I2N6O4PTeTl | ωB97M-V/def2-TZVPD

Each line ends with the Löwdin charge.
Cartesian coordinates (Å):
1 Tl 12.962 13.784 14.372  0.5177
2 I 11.526 16.848 19.023  0.7133
3 C 13.400 17.422 18.364  -1.2761
4 I 14.032 16.957 16.389  0.8869
5 H 14.124 17.005 19.056  -0.0584
6 H 13.459 18.509 18.481  -0.0556
7 O 8.415 17.825 10.679  0.1046
8 C 7.677 17.803 11.809  -0.5135
9 O 6.630 18.355 11.841  0.1137
10 C 8.314 17.146 12.984  -0.1525
11 C 7.535 16.714 14.048  -0.0159
12 C 8.116 16.090 15.145  -0.0172
13 C 9.476 15.844 15.164  -0.2838
14 C 10.283 16.377 14.157  -0.0094
15 C 9.702 16.987 13.039  0.0018
16 N 10.124 15.134 16.196  0.1107
17 C 9.920 13.843 16.265  -0.0951
18 C 10.627 13.081 17.318  -0.3191
19 C 10.087 11.898 17.782  -0.0132
20 C 10.800 11.181 18.743  -0.0927
21 C 12.001 11.648 19.206  -0.0703
22 C 12.440 12.861 18.682  -0.1124
23 N 11.769 13.559 17.741  0.1059
24 H 9.149 17.197 10.786  0.1019
25 H 6.470 16.820 14.010  0.1101
26 H 7.518 15.703 15.959  0.1087
27 H 11.361 16.260 14.230  0.0468
28 H 10.382 17.383 12.282  0.1233
29 H 9.388 13.268 15.477  0.1010
30 H 9.145 11.547 17.371  0.1167
31 H 10.364 10.249 19.053  0.0987
32 H 12.583 11.121 19.923  0.0928
33 H 13.432 13.257 18.918  0.1113
34 O 14.750 13.048 12.293  -0.1961
35 H 14.976 13.992 12.467  -0.0121
36 H 14.745 12.624 13.203  -0.0834
37 C 7.585 12.758 7.359  -0.0786
38 C 8.325 12.553 8.663  -0.3033
39 C 9.674 12.287 8.668  -0.0492
40 C 10.390 12.078 9.838  -0.3344
41 C 11.852 11.936 9.775  -0.1299
42 C 9.757 12.108 11.102  -0.5593
43 Te 10.835 11.621 12.872  0.6541
44 C 8.399 12.433 11.080  -0.3330
45 C 7.655 12.546 12.379  -0.1273
46 C 7.666 12.643 9.894  -0.0299
47 H 8.220 13.227 6.609  0.0602
48 H 6.686 13.416 7.436  0.0757
49 H 7.270 11.774 6.980  0.0704
50 H 10.184 12.261 7.730  0.0974
51 H 12.219 11.971 8.738  0.0746
52 H 12.197 11.013 10.268  0.0418
53 H 12.382 12.692 10.352  0.0652
54 H 8.198 13.150 13.093  0.0227
55 H 7.565 11.541 12.819  0.0655
56 H 6.686 12.987 12.188  0.0576
57 H 6.615 12.888 9.929  0.0961
58 N 14.384 11.963 14.824  -0.3514
59 P 15.239 10.762 15.146  0.5550
60 N 16.510 11.047 16.267  -0.2019
61 C 16.656 12.426 16.690  -0.2379
62 C 17.237 12.462 18.091  -0.1991
63 C 18.635 11.850 18.140  -0.2070
64 C 18.864 10.875 16.978  -0.2045
65 C 17.596 10.115 16.603  -0.2349
66 N 14.344 9.517 15.864  -0.2119
67 C 12.870 9.655 15.893  -0.2183
68 C 12.291 8.695 16.924  -0.1857
69 C 12.643 7.206 16.567  -0.1862
70 C 14.026 7.101 15.873  -0.1879
71 C 14.911 8.265 16.328  -0.2398
72 N 16.121 9.999 13.860  -0.1968
73 C 15.364 9.218 12.872  -0.2284
74 C 15.033 9.970 11.618  -0.1663
75 C 16.343 10.540 11.006  -0.1800
76 C 17.504 10.403 11.974  -0.2228
77 C 17.186 10.856 13.344  -0.2489
78 H 15.672 12.884 16.668  0.0866
79 H 17.364 12.978 16.037  0.1251
80 H 16.560 11.933 18.746  0.1000
81 H 17.307 13.493 18.450  0.1045
82 H 18.786 11.329 19.092  0.0961
83 H 19.409 12.647 18.105  0.1063
84 H 19.631 10.132 17.221  0.1013
85 H 19.204 11.373 16.059  0.1031
86 H 17.280 9.573 17.526  0.1117
87 H 17.750 9.445 15.761  0.0908
88 H 12.426 9.517 14.885  0.0839
89 H 12.641 10.722 16.124  0.0869
90 H 11.213 8.797 16.977  0.0933
91 H 12.676 8.928 17.921  0.0951
92 H 11.858 6.825 15.902  0.0979
93 H 12.627 6.596 17.479  0.0922
94 H 13.854 7.161 14.787  0.1001
95 H 14.538 6.137 15.994  0.0988
96 H 15.939 8.118 15.944  0.1013
97 H 14.983 8.245 17.420  0.1050
98 H 14.487 8.843 13.370  0.0867
99 H 15.995 8.317 12.652  0.1159
100 H 14.315 10.782 11.865  0.0937
101 H 14.552 9.288 10.952  0.0932
102 H 16.235 11.586 10.741  0.0964
103 H 16.584 10.000 10.100  0.0914
104 H 18.361 10.983 11.589  0.1126
105 H 17.852 9.331 12.037  0.1191
106 H 16.847 11.914 13.304  0.1181
107 H 18.059 10.773 13.974  0.0897
108 C 16.846 17.449 13.816  -0.0118
109 C 15.726 16.826 12.941  -0.5607
110 O 14.947 15.923 13.555  -0.3124
111 C 16.420 16.171 11.754  -0.5795
112 F 17.239 16.989 11.061  0.1245
113 F 15.537 15.655 10.906  0.1613
114 F 17.181 15.120 12.160  0.1237
115 C 14.843 17.997 12.431  -0.5884
116 F 15.515 18.924 11.689  0.1056
117 F 14.301 18.700 13.414  0.1118
118 F 13.824 17.589 11.689  0.1542
119 H 17.481 16.616 14.114  0.0852
120 H 16.394 17.954 14.676  0.0373
121 H 17.478 18.149 13.250  0.0819

Forces on the atoms, in the same order (eV/Å):
Tl 0.0 0.0 0.1
I -0.8 -0.2 0.2
C 1.2 0.9 0.2
I -0.1 -0.3 -0.2
H 0.0 -0.2 -0.1
H -0.1 -0.3 -0.1
O 0.3 -0.4 -0.2
C 1.3 -0.3 0.4
O -1.7 0.7 0.0
C 0.3 -0.1 -0.3
C 0.4 -0.2 0.3
C -0.4 -0.3 -0.3
C 0.9 0.0 -0.1
C -0.1 0.2 -0.7
C 0.5 -0.2 1.0
N -1.0 -2.4 0.2
C 0.6 2.6 -0.8
C -0.8 -0.1 -0.5
C 0.2 -0.5 0.3
C -1.3 -0.1 -0.7
C 0.1 1.0 -0.4
C 0.1 0.3 -1.0
N 1.6 -0.2 1.2
H -0.2 0.2 -0.2
H -0.4 0.2 -0.1
H -0.1 0.1 0.0
H -0.2 0.0 -0.1
H -0.3 -0.1 0.1
H 0.0 0.3 0.5
H 0.2 -0.1 0.1
H 0.1 -0.3 0.3
H 0.4 -0.4 0.4
H -0.4 0.0 0.2
O 0.1 0.8 0.5
H -0.1 -0.6 -0.1
H 0.2 -0.1 -0.5
C -0.5 0.0 0.1
C -1.2 0.5 0.3
C 0.1 -0.1 0.4
C -0.2 0.3 0.6
C 1.3 -0.6 -0.3
C -0.1 0.0 -0.9
Te -0.2 -0.1 0.1
C -0.8 0.1 0.3
C 0.0 -0.5 -0.2
C 1.4 -0.2 -0.1
H 0.2 -0.1 -0.1
H 0.6 -0.6 0.2
H -0.1 0.3 -0.1
H 0.4 0.0 -0.5
H -0.1 -0.1 0.3
H -0.2 0.0 -0.3
H -0.1 0.3 0.0
H 0.2 0.2 0.2
H -0.1 0.3 0.1
H -0.4 0.0 0.2
H -0.2 0.0 0.1
N -0.1 0.5 -0.1
P 0.3 -0.7 0.0
N -0.2 -0.1 -0.8
C 0.8 0.1 0.2
C 0.2 0.5 0.0
C 0.6 0.0 -0.2
C 0.1 -0.3 -0.6
C -0.9 0.7 1.1
N 0.0 0.0 -0.4
C 0.2 0.8 -0.1
C 0.5 -0.9 -0.4
C 0.0 0.3 0.1
C -0.4 0.1 -0.3
C 0.1 -0.3 -0.6
N -0.7 0.1 1.6
C 1.2 -0.7 0.7
C 0.1 1.3 0.4
C -0.5 -0.2 0.2
C 1.5 -0.8 -1.1
C -1.0 0.6 0.1
H 0.1 0.2 -0.2
H -0.5 0.1 0.0
H -0.3 -0.3 0.3
H -0.2 0.0 0.0
H 0.0 0.0 0.0
H -0.4 -0.4 0.0
H 0.1 0.1 0.1
H 0.1 0.2 0.3
H 0.3 -0.3 -0.6
H 0.1 -0.3 0.1
H 0.1 -0.3 0.4
H 0.1 -0.7 0.1
H -0.3 0.1 -0.1
H 0.1 0.1 -0.1
H 0.2 -0.1 0.1
H 0.0 0.1 -0.1
H 0.2 0.3 0.2
H -0.3 0.1 0.4
H -0.6 0.3 0.0
H 0.1 -0.1 0.2
H -0.5 -0.1 0.2
H -0.5 0.4 -0.1
H 0.5 -0.5 -0.2
H -0.4 -0.4 -0.7
H -0.2 0.2 0.0
H 0.1 -0.2 -0.4
H -0.2 -0.2 0.1
H -0.2 0.9 -0.2
H 0.3 -0.3 0.1
H 0.4 0.1 0.4
C 0.1 0.0 -0.3
C -0.2 0.4 0.8
O 0.1 0.1 0.4
C 0.2 -0.7 0.1
F 0.2 0.1 -0.3
F -0.2 0.0 -0.7
F 0.1 0.4 0.0
C 0.4 0.0 -0.5
F 0.3 0.1 -0.3
F -0.2 0.3 1.2
F -0.5 -0.4 -0.6
H -0.1 0.0 0.4
H 0.2 -0.2 -0.1
H -0.3 0.0 0.2

Its HOMO-LUMO gap is 4.85 eV. As for the total energy: -4241.28831 hartree. The energy above the lowest of the compared OMol25 structures with the same formula, charge and spin is 0.788 eV. Its net charge is -2. For the LUMO energy, the calculation gives 3.4 eV. The calculation puts the maximum force at 2.8 eV/Å.

***

C42H59BF5N17O13S | ωB97M-V/def2-TZVPD

Each line ends with the Löwdin charge.
Cartesian coordinates (Å):
1 C 1.837 3.847 3.078  -0.0735
2 C 2.683 4.245 1.759  -0.2226
3 O 2.319 3.491 0.572  0.0073
4 B 2.725 2.121 0.645  -0.5047
5 O 3.667 1.692 1.678  0.0714
6 C 2.230 0.968 -0.395  0.0511
7 C 0.723 0.632 -0.556  -0.0415
8 C -0.485 1.320 0.218  -0.3389
9 F -0.439 2.739 0.265  0.0521
10 F -1.687 0.989 -0.532  -0.0035
11 C -0.685 0.627 1.653  -0.0318
12 C 0.275 -0.483 2.218  0.0408
13 C -0.094 -1.090 3.622  -0.0237
14 C -1.373 -0.621 4.407  -0.0192
15 C -2.307 0.488 3.870  -0.0709
16 C -3.605 1.050 4.587  -0.3614
17 F -3.712 2.480 4.449  0.0389
18 F -4.735 0.514 3.863  0.0345
19 F -3.768 0.646 5.930  0.0806
20 C -1.942 1.095 2.471  0.0852
21 C 0.374 -0.535 -1.559  0.1003
22 C 1.473 -1.320 -2.355  -0.1524
23 C 2.977 -0.896 -2.172  -0.2968
24 C 3.381 0.241 -1.204  -0.1818
25 N 4.783 0.646 -1.027  0.0744
26 C 5.533 -0.323 -0.515  -0.3018
27 C 6.990 -0.516 -1.202  -0.0405
28 C 5.100 -1.231 0.724  -0.0273
29 S 4.190 -1.902 -3.179  0.9105
30 C 3.460 -3.617 -3.033  -0.3073
31 C 1.880 -3.646 -3.062  -0.1547
32 C 1.124 -5.015 -2.901  0.0629
33 C 1.995 -6.314 -2.750  0.0246
34 C 3.567 -6.277 -2.742  -0.1087
35 O 4.334 -7.480 -2.575  -0.0532
36 N 3.630 -8.578 -2.939  -0.0590
37 O 4.160 -9.574 -2.549  0.0595
38 C 4.328 -4.906 -2.884  -0.0833
39 C 5.919 -4.867 -2.834  -0.1601
40 C 6.585 -4.258 -1.569  -0.0439
41 C 8.123 -4.180 -1.335  -0.0779
42 C 9.079 -4.738 -2.445  -0.0617
43 C 8.416 -5.338 -3.724  -0.0608
44 C 6.864 -5.424 -3.933  -0.0044
45 N 1.053 -2.428 -3.238  -0.1202
46 C 1.105 -1.927 -4.665  -0.1153
47 C -0.153 -2.633 -5.426  -0.1345
48 O -1.243 -2.629 -4.445  -0.0736
49 C -2.120 -3.724 -4.646  -0.4142
50 C -2.894 -4.297 -3.352  -0.0085
51 O -2.356 -4.242 -5.766  0.0381
52 H 0.926 3.199 2.777  0.0766
53 H 2.490 3.214 3.768  0.0780
54 H 1.378 4.768 3.606  0.0823
55 H 2.422 5.352 1.543  0.1290
56 H 3.817 4.226 1.919  0.1292
57 H 3.524 0.734 1.828  0.0714
58 H 1.184 -0.837 1.630  0.0983
59 H 0.517 -1.923 4.121  0.0977
60 H -1.659 -1.091 5.420  0.1124
61 H -2.613 1.893 2.009  0.1247
62 H -0.703 -0.899 -1.739  0.1185
63 H 7.786 0.045 -0.589  0.0899
64 H 7.007 -0.025 -2.247  0.0857
65 H 7.261 -1.613 -1.359  0.0467
66 H 4.005 -1.574 0.703  0.0891
67 H 5.753 -2.161 0.818  0.0716
68 H 5.199 -0.560 1.663  0.0958
69 H -0.009 -5.115 -2.879  0.0931
70 H 1.434 -7.308 -2.652  0.0959
71 H 5.919 -3.834 -0.733  0.0868
72 H 8.531 -3.736 -0.356  0.0934
73 H 10.220 -4.700 -2.283  0.0933
74 H 9.112 -5.726 -4.536  0.0834
75 H 6.426 -5.898 -4.880  0.1057
76 H 0.976 -0.791 -4.622  0.1220
77 H 2.091 -2.273 -5.123  0.1156
78 H -0.406 -2.066 -6.375  0.1048
79 H 0.130 -3.735 -5.608  0.1351
80 H -3.984 -4.516 -3.626  0.0911
81 H -2.879 -3.546 -2.472  0.0854
82 H -2.416 -5.283 -2.954  0.0585
83 C -2.765 -8.339 -2.184  -0.6896
84 O -2.008 -7.531 -2.704  0.0045
85 N -3.713 -7.979 -1.285  0.1570
86 N -2.721 -9.664 -2.462  0.1522
87 H -4.344 -8.627 -0.847  0.0980
88 H -3.778 -7.002 -1.052  0.1071
89 H -2.029 -9.971 -3.126  0.1091
90 H -3.332 -10.343 -2.047  0.0966
91 C -5.077 -3.499 3.893  -0.7005
92 O -5.375 -4.636 3.559  0.0193
93 N -6.001 -2.579 4.264  0.1549
94 N -3.794 -3.059 3.921  0.1602
95 H -5.775 -1.640 4.541  0.0749
96 H -6.965 -2.868 4.256  0.1085
97 H -3.078 -3.713 3.652  0.1076
98 H -3.528 -2.129 4.192  0.0526
99 C -0.693 0.976 -6.901  -0.6566
100 O -0.405 -0.120 -6.438  0.0086
101 N -1.742 1.161 -7.738  0.1587
102 N 0.011 2.098 -6.616  0.1624
103 H -1.995 2.051 -8.129  0.0978
104 H -2.290 0.350 -7.974  0.1127
105 H 0.799 2.000 -5.996  0.1094
106 H -0.209 3.005 -6.985  0.0991
107 C -4.738 6.607 4.529  -0.6963
108 O -5.341 7.672 4.463  0.0001
109 N -3.398 6.538 4.716  0.1655
110 N -5.357 5.408 4.421  0.1672
111 H -2.886 5.676 4.773  0.0989
112 H -2.901 7.409 4.801  0.1125
113 H -6.355 5.418 4.281  0.1102
114 H -4.881 4.525 4.473  0.0747
115 C 5.297 2.412 -5.155  -0.7073
116 O 5.680 2.861 -6.225  0.0160
117 N 4.926 1.118 -4.995  0.1573
118 N 5.208 3.169 -4.033  0.1536
119 H 4.609 0.732 -4.124  0.0392
120 H 4.978 0.521 -5.804  0.1061
121 H 5.474 4.137 -4.111  0.1050
122 H 4.895 2.818 -3.145  0.0814
123 C -8.469 10.627 4.836  -0.7062
124 O -9.072 11.688 4.769  0.0152
125 N -7.130 10.556 5.023  0.1592
126 N -9.090 9.425 4.728  0.1451
127 H -6.618 9.692 5.081  0.0596
128 H -6.632 11.426 5.108  0.1073
129 H -10.087 9.435 4.587  0.1035
130 H -8.613 8.543 4.779  0.0858
131 C -5.545 8.337 8.825  -0.7040
132 O -5.236 8.952 9.834  0.0209
133 N -4.890 8.487 7.647  0.1601
134 N -6.570 7.449 8.794  0.1475
135 H -5.129 7.990 6.806  0.0542
136 H -4.122 9.138 7.629  0.1083
137 H -7.082 7.310 9.650  0.1061
138 H -6.840 6.934 7.976  0.0892

Forces on the atoms, in the same order (eV/Å):
C -0.3 -0.5 -0.5
C -0.3 2.0 0.8
O 1.2 -2.7 1.3
B 0.7 0.5 0.6
O -2.2 0.2 -1.3
C -1.2 -1.3 -1.8
C 2.8 -2.2 -3.2
C -0.4 -1.3 -0.4
F -0.1 -2.9 0.1
F 2.1 0.9 1.4
C -1.0 -0.8 3.2
C -3.7 1.4 2.4
C -2.4 2.4 -1.3
C 0.4 1.5 -2.3
C 3.5 -0.6 -2.5
C -0.7 -0.7 -1.0
F 0.2 -3.4 0.8
F 2.1 1.4 1.9
F 0.5 1.4 -3.2
C 1.9 -2.3 1.2
C 2.7 0.1 0.2
C 0.6 3.1 3.1
C -2.6 0.6 1.3
C -3.8 -0.5 0.9
N -0.8 -3.8 -0.6
C 0.3 0.7 -1.0
C -0.2 1.1 0.4
C -0.1 0.1 -0.3
S -1.1 -0.7 1.3
C -2.3 -2.3 0.4
C 1.1 -3.4 0.7
C 5.0 0.0 0.0
C 1.2 2.8 -0.3
C -2.6 3.5 -0.7
O -0.2 2.8 0.3
N -0.1 -2.5 0.2
O -0.6 1.6 -0.6
C -2.2 -0.6 0.0
C 3.0 0.2 0.7
C 2.0 -0.8 -1.5
C -1.4 -1.7 -3.4
C -4.2 0.0 -0.1
C -1.7 1.2 2.4
C 1.3 1.5 3.1
N 2.7 0.7 0.9
C -1.3 -0.6 -0.5
C 1.6 -0.3 0.3
O -1.2 -2.5 -1.0
C -1.3 -1.0 -1.7
C 0.4 0.6 0.6
O 1.3 1.9 3.7
H 1.5 1.0 0.3
H -1.0 1.0 -0.7
H 1.1 -1.5 -0.8
H 0.4 -1.9 0.0
H -1.7 -0.2 -0.1
H 0.3 0.8 -0.3
H -1.5 0.6 0.9
H -0.9 1.5 -1.1
H 0.8 0.8 -1.8
H 1.1 -1.3 0.7
H 1.9 0.8 0.4
H -1.0 -1.1 -0.7
H -0.4 -0.7 1.8
H -0.5 1.5 0.6
H 1.5 0.6 -0.3
H -0.8 1.4 0.0
H 0.2 -1.1 -1.5
H 1.8 0.3 -0.1
H 1.1 1.7 -0.1
H 1.0 -0.8 -1.6
H -0.7 -0.8 -1.8
H -2.1 -0.1 -0.5
H -1.2 0.5 1.2
H 0.8 0.8 1.6
H 0.2 -1.8 -0.4
H -1.4 0.8 0.2
H 0.3 -1.1 1.5
H -0.5 1.7 0.1
H 1.7 0.3 0.2
H 0.0 -1.1 -1.5
H -0.7 1.7 -1.1
C 0.1 0.2 -0.1
O 0.1 0.0 0.1
N -0.3 0.5 0.4
N 0.3 -0.6 -0.3
H 0.1 0.1 0.0
H 0.0 -0.2 0.0
H -0.2 0.0 0.1
H 0.0 0.1 0.0
C -0.2 -0.5 -0.1
O 0.1 0.1 0.0
N -0.7 0.3 0.2
N 0.8 0.0 0.0
H 0.0 -0.1 -0.1
H 0.2 0.0 0.0
H -0.1 0.1 0.0
H -0.1 -0.1 -0.1
C 0.0 -0.1 0.1
O -0.1 0.7 -0.2
N -0.6 -0.3 -0.4
N 0.5 0.3 0.4
H 0.1 -0.1 0.1
H 0.1 0.2 0.0
H -0.1 0.1 -0.1
H 0.0 -0.1 0.0
C 0.0 -0.1 -0.1
O -0.1 0.1 0.3
N 0.6 0.4 0.1
N -0.6 -0.4 0.0
H -0.1 0.0 0.0
H -0.1 -0.2 0.0
H 0.2 0.0 0.0
H 0.0 0.1 0.0
C 0.2 0.2 -0.4
O -0.1 0.0 0.1
N -0.2 -0.8 -0.2
N 0.0 0.6 0.5
H 0.0 0.1 0.0
H 0.0 0.1 0.2
H -0.1 -0.2 0.0
H 0.1 -0.1 0.0
C 0.0 0.6 0.0
O 0.0 -0.1 0.0
N 0.7 0.2 0.1
N -0.7 -0.7 -0.1
H 0.0 0.0 -0.1
H -0.1 -0.2 0.0
H 0.2 0.0 0.0
H 0.1 0.1 0.0
C 0.2 0.4 0.4
O -0.1 -0.1 -0.1
N 0.5 0.1 -0.5
N -0.6 -0.5 0.3
H 0.0 0.1 -0.1
H -0.2 -0.1 0.0
H 0.1 0.0 -0.2
H 0.1 0.1 0.0

The SMILES is CCOB(O)c1c(C(F)(F)c2cccc(C(F)(F)F)c2)cc2c(c1N=C(C)C)Sc1c(ccc(ON=O)c1-c1ccccc1)N2CCOC(C)=O.NC(N)=O.NC(N)=O.NC(N)=O.NC(N)=O.NC(N)=O.NC(N)=O.NC(N)=O. Its HOMO-LUMO gap is 7.29 eV. As for the total energy: -4466.79820 hartree. Its net charge is 0. For the LUMO energy, the calculation gives -1.3 eV. The calculation puts the maximum force at 5.0 eV/Å.

***

- Look up the HOMO-LUMO gap of the second one.
  7.29 eV

***

- What is the total energy in the first record?
  -4241.28831 hartree

***

- The lowest net charge belongs to which entry?
  C42H58F6I2N6O4PTeTl